Density functional theory data (wB97M-V/def2-TZVPD) for a gas-phase ion, C4H8NO (charge +1) in a non-equilibrium geometry.

Relative energy (zero: lowest compared OMol25 entry of this formula, charge and spin) ... 110.1 kcal per mole
Frontier orbital gap (spin up / spin down) ... 8.055 / 8.055 eV
Charge ... +1
LUMO level (spin up / spin down) ... -4.534 / -4.531 eV

Cartesian coordinates (Å):
C 1.5781 -0.0613 -0.3086
C -0.4636 1.0551 -0.5504
C -0.4390 -0.9779 1.5488
C -1.2653 -0.1390 -0.4044
N 0.6628 0.3643 -1.0411
O -1.2697 -0.9317 0.5564
H 1.9344 0.4698 0.5796
H 2.2354 -0.9305 -0.5725
H -0.9100 1.8680 -1.2359
H -0.1943 1.5586 0.3720
H -0.5507 -1.7546 2.2931
H 0.3800 -0.1820 1.6289
H -2.1111 -0.1572 -0.9457
H 0.4128 -0.1816 -1.9201

Density functional theory data (wB97M-V/def2-TZVPD) for a gas-phase ion, C12H18N (charge +1) in a non-equilibrium geometry.

Relative energy (zero: lowest compared OMol25 entry of this formula, charge and spin) ... 79.6 kcal per mole
Frontier orbital gap ... 9.616 eV
Charge ... +1
LUMO level ... -3.269 eV
SMILES ... CC(C)[C@@]1(c2ccccc2)[NH2+][C@@H]1C

Cartesian coordinates (Å):
C 1.3520 2.1697 -0.7672
C 1.5440 0.9578 0.2271
C 1.1404 1.6266 1.5902
C 0.6608 -0.2164 -0.2052
C -0.8593 -0.0252 -0.1212
C -1.5851 -0.3103 1.0482
C -2.9602 -0.3225 1.1081
C -3.6274 0.1380 -0.0585
C -2.9695 0.3645 -1.2500
C -1.5814 0.2728 -1.2748
N 1.0374 -0.9887 -1.3328
C 1.1295 -1.6159 -0.0327
C 0.3097 -2.8650 0.2674
H 0.3020 2.4559 -0.6899
H 1.6600 1.9201 -1.7059
H 1.9437 3.0972 -0.5139
H 2.5471 0.5187 0.2733
H 0.1065 1.4384 1.9429
H 1.2652 2.6912 1.7577
H 1.6414 1.0803 2.4781
H -1.0622 -0.7862 1.9151
H -3.3827 -0.4039 2.1134
H -4.7378 0.3117 0.0184
H -3.6077 0.6331 -2.1166
H -1.2737 0.2099 -2.2534
H 2.0186 -0.8782 -1.9331
H 0.1800 -1.2589 -1.9700
H 2.1829 -1.7344 0.4606
H -0.8325 -2.8487 -0.0281
H 0.3372 -3.2086 1.3687
H 0.6639 -3.6841 -0.1854

Density functional theory data (wB97M-V/def2-TZVPD) for C3H4N2O in the gas phase.

Relative energy (zero: lowest compared OMol25 entry of this formula, charge and spin) ... 25.3 kcal per mole
Frontier orbital gap ... 10.495 eV
LUMO level ... 0.636 eV
SMILES ... OC1=NCC=N1

Cartesian coordinates (Å):
O -1.0022 0.2972 2.0971
C -0.3557 0.2413 0.9331
N 0.9105 0.1130 0.8421
C 1.0939 -0.2239 -0.5548
C -0.2427 0.0661 -1.1799
N -1.1216 0.2835 -0.2695
H -1.9477 0.3401 1.9048
H 1.9908 0.1406 -1.0674
H 1.1716 -1.3137 -0.4649
H -0.4971 0.0559 -2.2405

Density functional theory data (wB97M-V/def2-TZVPD) for C18H28N4O4S in the gas phase in a non-equilibrium geometry.

Relative energy (zero: lowest compared OMol25 entry of this formula, charge and spin) ... 0.0 kcal per mole
Frontier orbital gap ... 9.025 eV
LUMO level ... 0.421 eV
SMILES ... C[C@H](C(=O)Nc1cccc(S(=O)(=O)N2CCOCC2)c1)N1CCN(C)CC1

Cartesian coordinates (Å):
C -0.3334 -3.5851 -1.3166
C -1.1795 -2.3352 -1.0415
C -0.6133 -1.6386 0.2070
O -1.0917 -1.7287 1.3128
N 0.5110 -0.9070 -0.0811
C 1.3522 -0.2151 0.7882
C 1.1188 -0.1145 2.1599
C 2.0079 0.5703 2.9697
C 3.1349 1.1749 2.4347
C 3.3512 1.0787 1.0739
S 4.7445 1.9220 0.3263
O 5.8077 2.0261 1.2781
O 5.0021 1.3361 -0.9561
N 4.1924 3.4714 0.0436
C 3.1579 3.6064 -0.9542
C 3.0614 5.0847 -1.3415
O 2.8103 5.8866 -0.2111
C 3.8301 5.7448 0.7512
C 3.9506 4.2889 1.2094
C 2.4816 0.4017 0.2479
N -2.5935 -2.6482 -0.9849
C -3.0224 -3.6123 0.0164
C -4.4631 -4.0149 -0.2836
N -5.3247 -2.8506 -0.2182
C -6.7162 -3.1964 -0.3982
C -4.8811 -1.8694 -1.1876
C -3.4379 -1.4706 -0.8963
H 0.6613 -3.3048 -1.6553
H -0.2290 -4.1893 -0.4193
H -0.8132 -4.1786 -2.0901
H -1.0678 -1.6490 -1.8934
H 0.8232 -0.9086 -1.0427
H 0.2465 -0.5850 2.5818
H 1.8181 0.6297 4.0303
H 3.8531 1.6941 3.0478
H 3.4463 2.9947 -1.8084
H 2.1848 3.2670 -0.5630
H 2.2291 5.2532 -2.0266
H 4.0030 5.3922 -1.8182
H 3.5552 6.3925 1.5849
H 4.7916 6.0698 0.3292
H 4.7968 4.1567 1.8826
H 3.0194 3.9884 1.7160
H 2.7108 0.3423 -0.8056
H -2.3890 -4.4972 -0.0369
H -2.9741 -3.1933 1.0298
H -4.7994 -4.7391 0.4620
H -4.5059 -4.4904 -1.2810
H -7.0104 -3.9016 0.3778
H -7.3225 -2.2969 -0.2993
H -6.9203 -3.6510 -1.3815
H -5.5241 -0.9889 -1.1146
H -4.9417 -2.2651 -2.2185
H -3.1093 -0.7378 -1.6388
H -3.3904 -1.0103 0.1029

Density functional theory data (wB97M-V/def2-TZVPD) for a molecular structure, C22H29AlBrF4LiN4O9 in a non-equilibrium geometry.

Frontier orbital gap ... 3.149 eV
LUMO level ... -2.830 eV

Cartesian coordinates (Å):
C 0.9932 -0.0851 2.2538
C -0.3196 -0.4648 1.2894
C -0.5049 -2.0959 1.4081
C 0.3940 -2.9621 0.3330
O 1.8214 -2.7149 0.5892
C 2.6900 -3.3343 -0.4237
O 2.7207 -4.6235 -0.7701
C 3.7864 -2.3247 -1.1723
C 4.6595 -2.7225 -2.5038
C 5.6699 -1.5762 -3.1232
C 5.8398 -0.0434 -2.4806
C 4.9921 0.3376 -1.1283
C 3.9884 -0.8091 -0.4988
O 0.1447 -4.3590 0.8220
C -1.0932 -4.8267 0.1305
O -1.7879 -5.9712 0.3591
O -1.4891 -3.7623 -0.8505
C -0.1495 -3.1823 -1.1980
C -0.1037 -1.9518 -2.2804
O 0.9831 -0.9848 -2.0189
N 1.6444 -0.6606 -3.1523
O 0.9758 0.2839 -3.6096
O -1.4423 0.3231 1.8212
C -2.6416 0.2360 0.9737
C -2.5780 1.1040 -0.4157
C -1.3595 2.0867 -0.9033
C -1.4981 2.8321 -2.3885
C -2.7913 2.6437 -3.3967
C -4.0358 1.6993 -2.8841
C -3.8993 0.9613 -1.4262
H 1.6123 -1.0290 2.5707
H 0.5649 0.3809 3.2635
H 1.6615 0.7649 1.7607
H -0.0303 -0.0970 0.2164
H -0.0895 -2.3904 2.4876
H -1.6527 -2.4233 1.4327
H 4.5231 -3.7865 -2.9736
H 6.2918 -1.8198 -4.0844
H 6.5704 0.7522 -2.9814
H 5.1125 1.4265 -0.6704
H 3.3994 -0.4941 0.4876
H 0.3501 -4.0908 -1.7666
H 0.1562 -2.4482 -3.3345
H -1.1584 -1.4226 -2.4559
H -3.5388 0.6833 1.6217
H -2.9699 -0.8531 0.6887
H -0.4208 2.2552 -0.2211
H -0.6312 3.5491 -2.7861
H -2.8555 3.1584 -4.4606
H -5.0043 1.5405 -3.5351
H -4.7919 0.2735 -1.0802
C -2.4855 3.4701 3.9035
O -3.3201 2.6499 4.2515
N -1.4361 3.1540 3.1234
N -2.5402 4.7636 4.2692
H -0.7387 3.8154 2.8265
H -1.3574 2.1904 2.8256
H -3.3146 5.0436 4.8568
H -1.8624 5.4538 3.9928
N 1.3267 -7.0291 -1.0508
H 0.4014 -7.0295 -0.6056
H 1.8907 -6.2616 -0.6672
H 1.7956 -7.9237 -0.8661
H 1.2191 -6.9017 -2.0639
F -2.7518 8.8776 3.9522
Al -1.2006 8.4626 4.7679
F -0.6744 6.8180 4.2559
F -1.4354 8.4890 6.5533
F 0.0590 9.6656 4.3101
Li -0.9943 5.2861 -2.3917
Br -5.2898 0.0240 -3.7779

Density functional theory data (wB97M-V/def2-TZVPD) for C3H8N2OS in the gas phase in a non-equilibrium geometry.

Relative energy (zero: lowest compared OMol25 entry of this formula, charge and spin) ... 107.5 kcal per mole
Frontier orbital gap ... 9.590 eV
LUMO level ... 0.550 eV

Cartesian coordinates (Å):
C -0.9884 1.1181 -0.0458
C -0.5375 -0.2955 0.2764
C 0.4235 -2.1598 1.4108
N -0.4850 1.7266 -1.3531
N -0.0827 -0.8186 1.2736
O 1.8555 0.4516 -2.0257
S 1.2048 1.7356 -1.7629
H -2.0982 0.7296 -0.0514
H -0.6931 1.9180 0.6827
H -0.7269 -0.9284 -0.6349
H 1.4466 1.9244 -0.1448
H 1.2046 -1.9179 2.0966
H -0.2170 -2.9399 1.8515
H 0.9006 -2.4414 0.4485
H -1.2069 1.8976 -2.0215

Repeat the third record exactly.
Density functional theory data (wB97M-V/def2-TZVPD) for C3H4N2O in the gas phase.

Relative energy (zero: lowest compared OMol25 entry of this formula, charge and spin) ... 25.3 kcal per mole
Frontier orbital gap ... 10.495 eV
LUMO level ... 0.636 eV
SMILES ... OC1=NCC=N1

Cartesian coordinates (Å):
O -1.0022 0.2972 2.0971
C -0.3557 0.2413 0.9331
N 0.9105 0.1130 0.8421
C 1.0939 -0.2239 -0.5548
C -0.2427 0.0661 -1.1799
N -1.1216 0.2835 -0.2695
H -1.9477 0.3401 1.9048
H 1.9908 0.1406 -1.0674
H 1.1716 -1.3137 -0.4649
H -0.4971 0.0559 -2.2405